{
  "formula": "C52H66BrN10OSSbTi",
  "method": "ωB97M-V/def2-TZVPD",
  "lumo_energy_ev": -6.0,
  "e_tot_ha": -6705.41562,
  "charge": 2,
  "e_above_lowest_kcal_mol": 0.0,
  "elements": ["Ti", "C", "C", "C", "C", "C", "N", "C", "C", "C", "C", "C", "C", "C", "N", "C", "C", "C", "N", "C", "C", "N", "C", "C", "C", "N", "H", "H", "H", "H", "H", "H", "H", "H", "H", "H", "H", "H", "H", "H", "H", "H", "H", "H", "Br", "C", "C", "C", "C", "C", "C", "N", "N", "C", "C", "C", "C", "O", "C", "N", "C", "C", "C", "C", "H", "H", "H", "H", "H", "H", "H", "H", "H", "C", "N", "C", "C", "S", "N", "C", "C", "H", "H", "H", "H", "H", "H", "H", "H", "H", "H", "H", "H", "C", "C", "C", "C", "Sb", "C", "C", "C", "C", "C", "C", "C", "C", "H", "H", "H", "H", "H", "H", "H", "H", "H", "H", "H", "H", "H", "H", "H", "H", "H", "H", "H", "H", "H", "H", "H", "H", "H", "H", "H"],
  "xyz": [[-0.322, -0.760, -0.632], [-5.264, -0.378, 4.471], [-4.320, -0.127, 3.330], [-4.738, 0.545, 2.180], [-3.882, 0.718, 1.114], [-2.560, 0.259, 1.149], [-1.732, 0.350, 0.014], [-2.057, 1.392, -0.915], [-2.078, 2.716, -0.470], [-2.498, 3.740, -1.294], [-2.884, 3.497, -2.614], [-3.286, 4.616, -3.529], [-2.819, 2.192, -3.076], [-2.424, 1.154, -2.240], [-2.397, -0.166, -2.776], [-3.175, -0.704, -3.731], [-2.672, -1.954, -4.029], [-1.566, -2.103, -3.200], [-1.399, -1.013, -2.449], [-2.132, -0.377, 2.312], [-3.015, -0.586, 3.367], [-0.801, -0.842, 2.464], [-0.186, -1.142, 3.620], [1.042, -1.686, 3.328], [1.112, -1.677, 1.942], [0.004, -1.137, 1.421], [-5.932, 0.469, 4.618], [-5.884, -1.254, 4.271], [-4.727, -0.556, 5.402], [-5.752, 0.918, 2.114], [-4.239, 1.217, 0.222], [-1.775, 2.910, 0.552], [-2.521, 4.753, -0.912], [-3.627, 5.482, -2.965], [-2.437, 4.931, -4.140], [-4.083, 4.310, -4.206], [-3.057, 1.976, -4.111], [-4.027, -0.172, -4.119], [-3.057, -2.657, -4.747], [-0.888, -2.937, -3.102], [-2.693, -1.144, 4.237], [-0.641, -0.949, 4.574], [1.777, -2.037, 4.030], [1.892, -2.035, 1.296], [-1.353, -3.703, 5.955], [-1.333, -4.935, 4.515], [-2.502, -5.601, 4.181], [-2.483, -6.516, 3.140], [-1.318, -6.716, 2.414], [-0.140, -6.080, 2.786], [-0.146, -5.187, 3.846], [-1.371, -7.677, 1.344], [-0.979, -7.394, 0.208], [-0.529, -6.066, -0.103], [0.747, -5.888, -0.564], [1.251, -4.605, -0.869], [0.445, -3.513, -0.705], [0.790, -2.233, -0.940], [-0.900, -3.692, -0.304], [-1.640, -2.550, -0.247], [-2.926, -2.650, 0.016], [-3.550, -3.885, 0.255], [-2.808, -5.034, 0.238], [-1.425, -4.962, -0.037], [-3.409, -5.427, 4.742], [-3.374, -7.077, 2.888], [0.783, -6.294, 2.264], [0.769, -4.703, 4.157], [1.389, -6.753, -0.668], [2.271, -4.484, -1.210], [-3.503, -1.735, 0.030], [-4.613, -3.908, 0.446], [-3.278, -5.994, 0.407], [2.806, 3.471, 4.953], [2.470, 2.737, 3.732], [2.928, 1.360, 3.741], [1.483, 3.145, 2.903], [0.535, 2.062, 2.006], [1.285, 4.482, 2.814], [0.063, 5.014, 2.233], [2.392, 5.435, 2.855], [2.757, 2.778, 5.794], [2.089, 4.267, 5.127], [3.812, 3.892, 4.914], [3.969, 1.345, 4.065], [2.848, 0.928, 2.749], [2.334, 0.755, 4.431], [-0.790, 4.419, 2.548], [0.107, 5.022, 1.140], [-0.064, 6.035, 2.590], [3.343, 4.911, 2.872], [2.333, 6.100, 3.718], [2.356, 6.045, 1.950], [0.687, 3.437, -3.375], [1.765, 3.083, -2.352], [3.109, 3.629, -2.829], [1.402, 3.714, -1.013], [1.789, 0.890, -2.138], [1.858, 0.129, -4.211], [2.176, -1.363, -4.099], [2.904, 0.822, -5.081], [0.497, 0.308, -4.885], [3.763, 0.449, -1.262], [3.959, 1.389, -0.071], [4.913, 0.603, -2.251], [3.740, -0.984, -0.739], [0.537, 4.521, -3.363], [-0.272, 2.969, -3.146], [0.980, 3.164, -4.388], [2.997, 4.707, -2.991], [3.436, 3.193, -3.769], [3.900, 3.499, -2.093], [1.346, 4.800, -1.151], [2.139, 3.511, -0.236], [0.439, 3.365, -0.644], [3.169, -1.541, -3.683], [2.158, -1.809, -5.098], [1.449, -1.893, -3.479], [3.908, 0.789, -4.665], [2.643, 1.861, -5.279], [2.933, 0.311, -6.048], [-0.314, -0.147, -4.323], [0.532, -0.183, -5.863], [0.254, 1.354, -5.057], [4.146, 2.416, -0.378], [4.836, 1.055, 0.494], [3.098, 1.383, 0.602], [4.953, 1.591, -2.708], [4.879, -0.146, -3.042], [5.852, 0.454, -1.709], [3.033, -1.070, 0.083], [4.733, -1.237, -0.353], [3.475, -1.717, -1.501]],
  "mulliken_charge": [-0.059, -1.655, 0.093, -1.271, 0.198, -0.071, 1.721, -0.334, -0.812, -0.727, 0.281, -1.629, -0.563, -0.403, 0.283, -0.370, -1.591, -0.271, 0.989, -0.381, -0.330, 0.222, -0.146, -2.514, -0.363, 1.252, 0.412, 0.304, 0.401, 0.467, 0.654, 0.706, 0.432, 0.421, 0.277, 0.391, 0.547, 0.607, 0.576, 0.442, 0.312, 0.921, 0.603, 0.457, -0.133, 0.009, -0.649, -0.225, -0.014, -0.208, -0.336, -0.400, -0.473, 0.161, -0.708, -0.573, 0.336, 1.086, -0.106, 1.356, -0.114, -1.638, -0.597, 0.203, 0.491, 0.488, 0.582, 0.528, 0.500, 0.598, 0.503, 0.579, 0.716, -1.271, 0.273, -0.887, -0.316, -0.024, 0.126, -0.963, -1.309, 0.409, 0.436, 0.328, 0.470, -0.104, 0.411, 0.351, 0.199, 0.449, 0.431, 0.332, 0.429, -2.406, 2.215, -1.707, -1.224, 0.277, 1.650, -1.809, -1.865, -1.538, 2.364, -2.034, -1.903, -1.622, 0.677, 0.394, 0.362, 0.556, 0.307, 0.332, 0.733, 0.143, -0.544, 0.266, 0.555, 0.209, 0.280, 0.339, 0.567, 0.236, 0.556, 0.291, 0.262, 0.603, 0.222, 0.312, 0.386, 0.557, -0.117, 0.619, 0.283]
}